This record from the OMol25 dataset describes C24H31AsN6RuSSe as an isolated structure. The level of theory is ωB97M-V/def2-TZVPD.

The calculation puts the highest occupied orbital energy (spin up / spin down) at -17.1 / -17.1 eV. As for the expectation value of S²: 0.7617. The total charge is +3. As for the spin multiplicity: 2. As for the LUMO energy (spin up / spin down): -9.733 / -10.509 eV. The calculation puts the total energy at -6391.09861 a.u. For the HOMO-LUMO gap (spin up / spin down), the calculation gives 7.3930 / 6.5816 eV.

Last column: Mulliken spin population.
CARTESIAN COORDINATES (ANGSTROEM)
1 Ru -1.80 -0.64 -0.25  0.840
2 N -1.78 -2.83 0.06  -0.011
3 N -1.09 -3.54 -0.94  0.002
4 C -0.60 -2.92 -2.01  0.004
5 N 0.01 -3.64 -2.94  0.004
6 S -0.76 -1.22 -2.22  0.018
7 H -1.31 -3.01 0.95  0.004
8 H -2.73 -3.20 0.11  0.004
9 H -0.89 -4.52 -0.75  0.000
10 H 0.04 -4.65 -2.92  0.000
11 H 0.40 -3.18 -3.75  0.000
12 C -0.29 4.10 -0.95  0.017
13 N -0.85 3.50 -2.16  -0.004
14 C -0.64 3.98 -3.44  0.000
15 C -1.37 3.21 -4.28  -0.001
16 N -2.02 2.28 -3.51  -0.004
17 C -3.03 1.33 -4.01  0.003
18 C -1.68 2.45 -2.22  0.006
19 Se -2.42 1.59 -0.70  0.209
20 H 0.21 5.03 -1.23  0.001
21 H 0.42 3.43 -0.49  -0.009
22 H -1.10 4.34 -0.26  -0.005
23 H -0.01 4.83 -3.63  0.000
24 H -1.51 3.27 -5.34  0.000
25 H -3.10 1.47 -5.09  0.000
26 H -3.99 1.55 -3.56  -0.002
27 H -2.72 0.31 -3.80  -0.003
28 N -3.15 -0.27 1.45  -0.010
29 H -2.76 0.41 2.10  -0.001
30 H -3.38 -1.08 2.02  0.000
31 H -4.05 0.10 1.15  -0.001
32 C -0.56 1.59 5.12  -0.003
33 C -1.03 0.31 4.85  0.000
34 C -0.79 -0.27 3.62  0.001
35 C -0.05 0.42 2.65  -0.010
36 C 0.41 1.70 2.92  0.004
37 C 0.16 2.28 4.16  0.001
38 As 0.28 -0.36 0.93  -0.049
39 C 1.68 0.64 0.09  -0.009
40 C 2.90 0.68 0.78  0.001
41 C 3.98 1.34 0.23  0.000
42 C 3.86 1.95 -1.02  0.000
43 C 2.65 1.89 -1.71  -0.001
44 C 1.56 1.24 -1.15  0.003
45 C 1.06 -2.12 1.11  0.004
46 C 0.78 -2.97 2.17  -0.004
47 C 1.34 -4.25 2.20  0.001
48 C 2.18 -4.66 1.18  -0.001
49 C 2.47 -3.80 0.13  0.002
50 C 1.91 -2.54 0.08  -0.001
51 H -0.74 2.04 6.09  0.000
52 H -1.58 -0.23 5.61  0.000
53 H -1.16 -1.27 3.43  0.000
54 H 0.98 2.25 2.18  0.000
55 H 0.53 3.28 4.37  0.000
56 H 3.00 0.20 1.75  0.000
57 H 4.92 1.38 0.76  0.000
58 H 4.71 2.45 -1.46  0.000
59 H 2.57 2.35 -2.69  0.000
60 H 0.63 1.19 -1.70  -0.002
61 H 0.18 -2.65 3.01  0.000
62 H 1.14 -4.90 3.04  0.000
63 H 2.63 -5.65 1.22  0.000
64 H 3.16 -4.11 -0.65  0.000
65 H 2.16 -1.87 -0.73  0.000